# 1
Density functional theory data (the ωB97M-V functional and the def2-TZVPD basis) for a 6-piece molecular cluster, C27H24N2O20 overall in a non-equilibrium geometry.

Last column: Löwdin charge in e.
CARTESIAN COORDINATES (ANGSTROEM)
N1 -0.457 3.180 2.199  0.167
C1 -0.193 3.884 1.301  -0.166
O1 -0.027 4.694 0.181  0.035
C2 -0.485 3.872 -0.901  -0.150
C3 -1.809 4.012 -1.518  0.038
C4 -2.286 3.126 -2.624  0.020
C5 -1.383 2.066 -3.112  -0.039
C6 -0.032 1.939 -2.469  0.019
C7 0.437 2.810 -1.381  -0.133
O2 1.701 2.580 -0.820  0.044
C8 0.849 0.759 -3.029  -0.247
O3 2.052 0.850 -3.167  0.111
C9 0.010 -0.526 -3.432  -0.152
N2 0.642 -1.822 -3.120  0.166
C10 0.991 -1.735 -1.914  -0.268
O4 1.379 -1.531 -0.832  0.217
C11 -1.221 -0.419 -4.017  0.100
C12 -1.781 1.039 -4.246  -0.284
O5 -2.428 1.357 -5.220  0.104
H1 -2.471 4.818 -1.092  0.125
H2 -3.323 3.255 -3.040  0.121
H3 2.348 2.714 -1.546  0.124
H4 -1.809 -1.330 -4.319  0.117
O6 -0.543 1.839 3.475  0.038
C13 -0.702 1.226 4.500  -0.498
O7 -1.238 -0.021 4.582  0.073
C14 -1.045 -0.478 5.921  -0.126
C15 -0.911 0.801 6.695  -0.116
O8 -0.367 1.701 5.731  0.045
H5 -1.889 -1.080 6.252  0.135
H6 -0.142 -1.085 5.958  0.103
H7 -1.875 1.189 7.035  0.135
H8 -0.247 0.702 7.553  0.137
O9 -4.098 -1.706 -3.461  0.155
C16 -4.430 -2.027 -4.560  -0.554
O10 -3.563 -2.313 -5.568  0.041
C17 -4.323 -2.867 -6.637  -0.119
C18 -5.700 -2.321 -6.384  -0.124
O11 -5.720 -2.151 -4.969  0.069
H9 -3.921 -2.557 -7.601  0.140
H10 -4.285 -3.957 -6.570  0.136
H11 -5.860 -1.349 -6.858  0.136
H12 -6.486 -3.004 -6.704  0.135
O12 3.238 5.441 8.711  0.158
C19 2.885 5.075 7.635  -0.558
O13 3.729 4.776 6.608  0.058
C20 2.948 4.166 5.583  -0.127
C21 1.568 4.685 5.861  -0.126
O14 1.585 4.903 7.269  0.063
H13 3.311 4.452 4.597  0.134
H14 3.016 3.080 5.686  0.133
H15 1.368 5.635 5.359  0.136
H16 0.792 3.970 5.588  0.119
O15 0.158 -3.094 -8.408  0.159
C22 1.181 -2.923 -7.825  -0.555
O16 1.350 -2.027 -6.815  0.056
C23 2.625 -2.282 -6.234  -0.139
C24 3.373 -2.959 -7.346  -0.131
O17 2.336 -3.598 -8.082  0.061
H17 3.099 -1.353 -5.916  0.135
H18 2.493 -2.929 -5.363  0.127
H19 3.886 -2.248 -7.999  0.134
H20 4.097 -3.687 -6.980  0.134
O18 -0.597 -3.398 6.937  0.162
C25 0.452 -3.631 6.422  -0.549
O19 1.435 -2.709 6.226  0.039
C26 2.598 -3.414 5.801  -0.122
C27 2.028 -4.675 5.216  -0.125
O20 0.822 -4.851 5.954  0.070
H21 3.161 -2.832 5.073  0.137
H22 3.233 -3.604 6.670  0.136
H23 1.782 -4.571 4.156  0.136
H24 2.691 -5.531 5.343  0.135

As for the SMILES: N#COc1ccc2c(c1O)C(=O)C(N=C=O)=CC2=O.O=C1OCCO1.O=C1OCCO1.O=C1OCCO1.O=C1OCCO1.O=C1OCCO1. Its lowest unoccupied orbital energy is -1.12 eV. As for the multiplicity: 1. Its total energy is -2657.400929 Eh. As for the largest force on an atom: 8.47 eV/A.



# 2
Density functional theory data (the ωB97M-V functional and the def2-TZVPD basis) for a 2-piece molecular cluster, C27H24N2O3 overall in a non-equilibrium geometry.

Last column: natural (NBO) charge in e.
CARTESIAN COORDINATES (ANGSTROEM)
C1 5.962 3.125 8.973  -0.258
O1 4.619 3.046 8.447  -0.487
C2 4.295 1.973 7.689  0.361
C3 5.223 0.938 7.350  -0.349
C4 4.771 -0.144 6.615  -0.032
C5 3.387 -0.267 6.283  -0.178
C6 2.772 -1.479 5.812  0.015
C7 3.240 -2.711 6.197  -0.336
C8 2.831 -3.977 5.510  0.552
O2 2.149 -4.061 4.494  -0.547
C9 3.403 -5.084 6.347  -0.142
C10 3.297 -6.469 6.226  -0.165
C11 3.876 -7.271 7.224  -0.199
C12 4.523 -6.709 8.343  -0.195
C13 4.600 -5.322 8.472  -0.201
C14 4.059 -4.540 7.459  -0.042
C15 3.975 -3.055 7.471  0.532
O3 4.369 -2.349 8.384  -0.550
C16 2.550 0.869 6.456  -0.119
C17 2.967 1.943 7.196  -0.289
H1 5.970 4.053 9.539  0.205
H2 6.173 2.271 9.629  0.187
H3 6.694 3.165 8.156  0.183
H4 6.259 0.991 7.684  0.224
H5 5.478 -0.918 6.322  0.212
H6 1.764 -1.419 5.413  0.249
H7 2.774 -6.894 5.372  0.231
H8 3.818 -8.355 7.143  0.218
H9 4.958 -7.345 9.117  0.219
H10 5.058 -4.824 9.322  0.235
H11 1.539 0.819 6.055  0.223
H12 2.314 2.776 7.440  0.230
C18 1.532 -1.016 3.348  -0.725
C19 0.926 -0.038 2.551  0.413
N1 1.532 0.937 1.768  -0.409
C20 2.948 0.964 1.484  -0.399
C21 0.594 1.840 1.257  0.202
C22 0.758 3.029 0.544  -0.273
C23 -0.392 3.803 0.344  -0.226
C24 -1.658 3.379 0.815  -0.228
C25 -1.814 2.167 1.500  -0.243
C26 -0.653 1.421 1.720  0.117
N2 -0.428 0.278 2.493  -0.390
C27 -1.463 -0.517 3.111  -0.400
H13 0.888 -1.864 3.573  0.235
H14 2.618 -1.079 3.273  0.220
H15 3.188 1.916 1.007  0.210
H16 3.509 0.856 2.417  0.212
H17 3.239 0.143 0.814  0.205
H18 1.755 3.303 0.183  0.217
H19 -0.318 4.754 -0.183  0.216
H20 -2.525 4.015 0.638  0.216
H21 -2.773 1.787 1.866  0.216
H22 -2.392 0.056 3.099  0.210
H23 -1.621 -1.461 2.571  0.204
H24 -1.182 -0.754 4.141  0.212

As for the SMILES: COc1ccc(C=C2C(=O)c3ccccc3C2=O)cc1.C=C1N(C)c2ccccc2N1C. Its lowest unoccupied orbital energy is -0.66 eV. As for the multiplicity: 1. Its total energy is -1378.442276 Eh. As for the largest force on an atom: 3.32 eV/A.



# 3
Density functional theory data (the ωB97M-V functional and the def2-TZVPD basis) for a 2-piece molecular cluster, C27H24O3 overall in a non-equilibrium geometry.

Last column: natural (NBO) charge in e.
CARTESIAN COORDINATES (ANGSTROEM)
C1 -4.145 -2.957 -1.794  -0.622
C2 -3.308 -1.720 -1.744  -0.073
O1 -2.020 -2.082 -1.214  -0.522
C3 -1.114 -1.132 -1.494  0.744
C4 0.201 -1.552 -1.075  -0.255
C5 1.331 -1.111 -1.866  0.544
O2 1.412 -0.174 -2.652  -0.605
C6 2.483 -2.070 -1.552  -0.510
C7 1.849 -3.310 -0.913  -0.397
C8 0.370 -2.957 -0.642  -0.431
O3 -1.461 -0.089 -2.065  -0.635
H1 -5.150 -2.683 -2.114  0.211
H2 -3.723 -3.668 -2.510  0.209
H3 -4.203 -3.432 -0.812  0.208
H4 -3.201 -1.303 -2.753  0.203
H5 -3.743 -0.979 -1.063  0.177
H6 3.069 -2.286 -2.453  0.227
H7 3.151 -1.601 -0.816  0.226
H8 1.888 -4.170 -1.597  0.204
H9 2.372 -3.596 0.007  0.204
H10 0.042 -3.152 0.393  0.217
H11 -0.242 -3.591 -1.303  0.220
C9 0.248 0.918 0.538  0.239
C10 -0.824 1.662 -0.068  -0.192
C11 -0.784 1.935 -1.454  -0.047
C12 -1.660 2.860 -2.021  -0.236
C13 -2.633 3.476 -1.228  -0.151
C14 -2.784 3.104 0.111  -0.271
C15 -1.882 2.215 0.685  -0.093
C16 0.146 0.323 1.852  -0.033
C17 1.448 0.322 2.444  -0.045
C18 1.611 0.197 3.817  -0.194
C19 0.477 0.116 4.628  -0.181
C20 -0.798 -0.028 4.049  -0.226
C21 -0.958 0.025 2.657  -0.189
C22 2.393 0.829 1.464  0.054
C23 1.652 1.229 0.299  -0.135
C24 2.269 2.067 -0.627  -0.127
C25 3.617 2.408 -0.471  -0.216
C26 4.336 1.981 0.658  -0.178
C27 3.723 1.187 1.634  -0.228
H12 0.026 1.527 -2.046  0.266
H13 -1.613 3.045 -3.090  0.221
H14 -3.299 4.213 -1.670  0.215
H15 -3.605 3.482 0.722  0.218
H16 -2.008 1.927 1.724  0.209
H17 2.619 0.202 4.225  0.215
H18 0.574 0.158 5.709  0.219
H19 -1.670 -0.179 4.690  0.222
H20 -1.921 -0.164 2.189  0.227
H21 1.714 2.445 -1.476  0.233
H22 4.112 3.013 -1.234  0.223
H23 5.375 2.280 0.793  0.218
H24 4.239 0.843 2.531  0.215

Its lowest unoccupied orbital energy is -2.10 eV. As for the multiplicity: 1. Its total energy is -1268.905296 Eh. As for the largest force on an atom: 1.83 eV/A.